# 1
The following is a quantum chemistry calculation of C34H47N5O12 as an isolated structure at a distorted geometry, from the Open Molecules 2025 dataset.

Values from the calculation:
E_LUMO: 0.13 eV
Gap between HOMO and LUMO: 8.459 eV
E_HOMO: -8.33 eV

```
! RIJCOSX wB97M-V def2-TZVPD def2/J DEFGRID3
* xyz 0 1
N 0.56 5.39 -2.17
C -0.24 6.18 -1.48
C -0.63 5.83 -0.15
C -0.27 4.54 0.29
C 0.36 3.61 -0.54
C 0.88 4.11 -1.72
H -0.39 7.16 -1.89
H -1.28 6.47 0.44
H -0.48 4.30 1.32
H 0.64 2.61 -0.26
H 1.62 3.52 -2.25
N -1.95 1.85 1.39
C -0.85 2.26 1.95
C -0.90 3.05 3.10
C -2.13 3.36 3.73
C -3.32 2.70 3.24
C -3.18 2.02 2.04
H 0.11 2.16 1.47
H 0.04 3.41 3.48
H -2.10 4.16 4.46
H -4.24 2.85 3.79
H -3.98 1.65 1.42
C 0.15 3.16 -4.45
C 0.48 2.00 -5.35
O 1.03 1.04 -4.46
C 0.72 1.38 -3.18
O 0.92 0.67 -2.17
O 0.31 2.65 -3.12
H -0.89 3.44 -4.65
H 0.73 4.06 -4.61
H 1.05 2.15 -6.27
H -0.42 1.57 -5.77
C 3.86 -0.08 -0.40
C 5.20 -0.15 0.45
O 5.66 -1.41 0.13
C 4.57 -2.22 -0.23
O 4.66 -3.45 -0.23
O 3.48 -1.41 -0.33
H 3.97 0.25 -1.43
H 3.17 0.58 0.14
H 4.98 -0.30 1.51
H 5.91 0.67 0.33
C 3.20 3.30 2.31
C 2.64 3.43 0.88
O 2.25 4.76 0.80
C 2.02 5.19 2.14
O 1.30 6.17 2.39
O 2.47 4.27 3.03
H 4.29 3.38 2.35
H 3.06 2.34 2.79
H 1.77 2.79 0.72
H 3.32 3.23 0.05
C -4.92 -1.61 0.03
C -3.59 -1.71 -0.76
O -3.07 -2.72 0.06
C -4.07 -3.49 0.74
O -3.87 -4.49 1.36
O -5.17 -2.86 0.60
H -5.62 -1.25 -0.73
H -4.86 -0.81 0.76
H -3.05 -0.81 -0.50
H -3.81 -1.93 -1.81
C -0.62 -5.50 3.37
C -1.69 -4.66 2.63
C -1.29 -4.33 1.22
C 0.10 -4.09 1.02
N 1.21 -3.91 0.82
H 0.01 -4.77 3.88
H -0.07 -6.14 2.67
H -1.03 -6.18 4.11
H -1.83 -3.64 3.01
H -2.70 -5.05 2.75
H -1.71 -3.48 0.68
H -1.52 -5.27 0.71
C 0.83 -5.15 -1.04
C -0.34 -5.19 -2.02
C -0.25 -4.14 -3.06
C -0.18 -2.75 -2.71
N -0.12 -1.59 -2.48
H 1.11 -4.15 -0.70
H 1.67 -5.52 -1.63
H 0.80 -5.72 -0.11
H -1.33 -5.21 -1.56
H -0.20 -6.18 -2.45
H -1.16 -4.23 -3.66
H 0.53 -4.46 -3.76
C 0.15 -1.54 0.70
C -0.92 -0.49 0.68
C -0.59 0.54 -0.39
C 0.71 1.19 -0.15
N 1.77 1.66 0.09
H -0.20 -2.44 1.19
H 0.96 -1.19 1.34
H 0.49 -1.84 -0.29
H -0.89 0.06 1.63
H -1.92 -0.86 0.45
H -1.33 1.34 -0.41
H -0.56 -0.01 -1.33
*
```

Now the Mulliken charges, all in e: -0.643, -0.659, -1.238, 0.449, 1.138, -0.328, 0.392, 0.467, 0.696, -1.356, 0.411, 0.036, 0.313, -0.702, -0.408, -0.945, -0.601, 0.494, 0.428, 0.466, 0.395, 0.599, -0.482, -0.508, -0.423, 0.252, -0.236, -0.215, 0.267, 0.369, 0.313, 0.281, 0.482, -0.491, -0.378, 0.526, -0.560, -0.140, 0.140, -0.267, 0.318, 0.317, -0.653, 0.276, -0.352, 0.498, -0.539, -0.371, 0.302, 0.382, -0.769, 0.553, -0.425, 0.366, -0.293, 0.370, -0.510, -0.360, 0.441, 0.171, -0.118, 0.370, -1.199, -0.840, -0.146, 0.651, -0.558, 0.302, 0.252, 0.392, 0.286, 0.593, 0.444, 0.578, -1.012, -0.193, -0.931, 0.525, -0.559, 0.092, 0.427, 0.282, 0.194, 0.385, 0.340, 0.389, -1.974, 0.509, -1.866, 1.727, -0.766, 0.368, 0.135, 0.013, 0.703, -0.633, 0.803, 1.975

***

# 2
The following is a quantum chemistry calculation of a 3-piece molecular cluster, C34H48BClN3O17P3S2 overall at a distorted geometry, from the Open Molecules 2025 dataset.

Values from the calculation:
E_LUMO: -2.28 eV
Gap between HOMO and LUMO: 6.442 eV
E_HOMO: -8.72 eV

```
! RIJCOSX wB97M-V def2-TZVPD def2/J DEFGRID3
* xyz 0 1
C 11.04 -4.75 2.24
C 9.47 -4.24 2.07
C 9.37 -2.61 2.12
C 8.01 -2.01 1.36
N 7.63 -0.64 1.89
C 6.42 -0.06 1.19
C 5.96 -0.55 -0.34
C 4.65 0.09 -1.09
C 3.80 1.28 -0.34
C 4.28 1.78 1.19
P 3.24 3.18 1.98
P 3.71 5.14 1.15
O 4.76 5.12 -0.05
O 2.23 5.84 0.46
O 4.21 6.30 2.40
C 5.55 1.13 1.99
P 6.15 1.57 3.75
N 7.51 2.45 3.58
O 5.04 2.53 4.69
O 6.39 0.07 4.64
C 2.51 1.93 -1.15
O 2.23 3.26 -1.18
C 1.58 0.84 -2.00
C 2.44 -0.38 -2.75
C 1.63 -1.55 -3.58
C -0.03 -1.47 -3.63
B -0.76 -2.74 -4.46
O -0.26 -2.96 -5.84
O -1.80 -3.60 -3.83
C -0.90 -0.24 -2.92
C -2.55 -0.15 -3.01
C -3.32 -0.32 -1.57
C -4.53 -1.44 -1.57
S -6.25 -0.72 -1.37
C -6.81 -0.79 0.45
S -6.51 0.64 1.36
N -7.44 -2.06 1.00
C -6.41 -3.06 1.49
C -5.52 -2.45 2.73
O -6.31 -1.69 3.72
C -7.75 -2.00 3.64
C -8.40 -1.79 2.13
C -0.09 0.94 -2.07
C -0.81 2.19 -1.28
C -0.92 3.49 -2.30
O -1.50 4.63 -1.88
Cl -0.26 3.51 -4.05
C 4.10 -0.38 -2.60
O 4.93 -0.77 -3.59
H 11.42 -4.57 3.36
H 11.12 -5.92 2.05
H 11.77 -4.25 1.46
H 8.88 -4.69 3.00
H 9.08 -4.73 1.08
H 9.38 -2.15 3.21
H 10.30 -2.20 1.48
H 7.14 -2.80 1.40
H 8.32 -1.93 0.21
H 8.45 0.01 1.70
H 6.56 -1.38 -0.95
H 1.86 2.89 1.59
H 1.45 5.23 0.64
H 3.66 7.16 2.28
H 7.70 2.58 2.56
H 5.44 2.78 5.57
H 5.85 -0.68 4.19
H 2.22 -2.45 -4.10
H -0.44 -3.92 -6.09
H -1.72 -3.37 -2.84
H -3.03 -0.89 -3.78
H -2.78 0.95 -3.41
H -3.79 0.74 -1.31
H -2.56 -0.55 -0.69
H -4.49 -2.02 -2.60
H -4.29 -2.25 -0.74
H -6.92 -4.09 1.78
H -5.72 -3.32 0.55
H -4.97 -3.35 3.26
H -4.73 -1.71 2.29
H -8.35 -1.41 4.47
H -7.88 -3.15 3.93
H -8.96 -0.75 2.01
H -9.27 -2.61 2.04
H -0.15 2.55 -0.36
H -1.87 1.95 -0.85
C -2.68 9.75 2.45
O -2.28 9.80 1.08
C -1.66 8.68 0.64
O -1.44 7.68 1.30
O -1.34 8.86 -0.67
C -0.68 7.75 -1.27
H -3.17 10.70 2.69
H -3.40 8.95 2.61
H -1.81 9.63 3.10
H -1.32 6.86 -1.26
H 0.27 7.55 -0.77
H -0.47 8.01 -2.31
C -8.03 -3.81 -2.24
O -8.00 -4.96 -3.09
C -7.36 -6.03 -2.55
O -6.84 -6.08 -1.45
O -7.40 -7.04 -3.46
C -6.77 -8.24 -3.02
H -8.56 -3.01 -2.77
H -8.57 -4.03 -1.32
H -7.01 -3.46 -2.03
H -7.26 -8.64 -2.13
H -5.71 -8.07 -2.84
H -6.87 -8.98 -3.82
*
```

Atomic partial charges in e from the Mulliken method, atoms 1 to 99: -0.958, -0.419, -0.500, -0.576, -0.063, 0.061, -0.619, 0.205, 0.015, 0.163, -0.170, 0.977, -0.614, -0.440, -0.527, -0.334, 1.285, -0.774, -0.443, -0.552, -0.050, -0.412, 0.126, 0.389, -0.850, -0.165, 0.624, -0.496, -0.586, 0.419, -0.790, -0.482, -0.455, -0.140, -0.031, -0.076, 0.099, -0.427, -0.373, -0.339, -0.230, -0.732, 0.290, -0.234, 0.530, -0.569, -0.140, 0.144, -0.511, 0.253, 0.298, 0.285, 0.229, 0.304, 0.264, 0.279, 0.395, 0.231, 0.299, 0.160, 0.027, 0.288, 0.330, 0.265, 0.354, 0.329, 0.265, 0.314, 0.327, 0.437, 0.275, 0.283, 0.306, 0.367, 0.150, 0.335, 0.066, 0.318, 0.186, 0.292, 0.241, 0.405, 0.277, 0.043, 0.215, -0.610, -0.318, 0.768, -0.553, -0.325, -0.358, 0.215, 0.285, 0.286, 0.244, 0.167, 0.242, -0.324, -0.341

***

The lowest E_LUMO belongs to which entry?
C34H48BClN3O17P3S2

***

Look up the E_LUMO of the second one.
-2.28 eV